(1)
A structure of composition C6H11ClOS in a non-equilibrium geometry, computed with ωB97M-V/def2-TZVPD.

The geometry in ORCA input format:
```
! RIJCOSX wB97M-V def2-TZVPD def2/J DEFGRID3
* xyz 0 1
C 1.2411 -2.2531 1.8739
C 2.0209 -1.9512 0.5391
C 1.1556 -1.1749 -0.3491
C 0.3582 -0.5176 -0.9593
C -0.6756 2.0253 -0.2675
C -2.0089 1.2446 -0.3348
H 0.3187 -2.7398 1.6180
H 1.8205 -2.8811 2.5697
H 1.0454 -1.2997 2.3601
H 2.4755 -2.8611 0.0819
H -0.4182 0.1562 -1.4191
H -0.5106 1.5463 -2.4498
H -0.9333 3.0748 -0.3904
H 0.0443 1.9595 0.5090
H -1.8959 0.2508 0.0615
H -2.5760 1.6201 0.5167
H -2.6427 2.1307 -1.8794
O -2.7355 1.1975 -1.5067
S 0.4092 1.4604 -1.5635
Cl 3.5073 -0.9878 0.9898
*
```

Its HOMO energy is -6.9 eV.

Mulliken population analysis, charges in e, atoms 1 to 6: -1.120 -0.056 -0.979 0.664 -0.526 -0.872



(2)
The molecule C6H11ClSi in a non-equilibrium geometry, computed with ωB97M-V/def2-TZVPD.

The geometry in ORCA input format:
```
! RIJCOSX wB97M-V def2-TZVPD def2/J DEFGRID3
* xyz 0 1
C -1.5826 -0.4207 -1.9147
C -1.5708 -1.2392 -3.0584
C -0.3801 -0.5226 -1.3332
C -1.0758 -0.5110 1.6637
C 0.4631 1.9466 0.3655
C 1.9914 -0.4779 0.9483
Si 0.2062 -0.0198 0.3945
Cl -0.4645 -1.2429 -4.2133
H -2.5084 -0.3308 -1.3434
H 0.4188 -0.8133 -1.9088
H -0.9067 -0.1799 2.7358
H -2.0498 -0.0730 1.3798
H -1.3678 -1.5181 1.7716
H 0.4957 2.1736 1.3787
H 1.4313 2.2025 -0.1018
H -0.2857 2.6385 0.1399
H 2.1771 -0.1097 1.9558
H 2.2604 -1.4830 0.7943
H 2.7483 -0.0193 0.3458
*
```

Its HOMO energy (spin up / spin down) is -7.8 / -7.7 eV.

Mulliken population analysis, charges in e, atoms 1 to 6: 0.451 -0.398 -0.600 -1.134 -1.227 -1.165



(3)
The molecule C6H11F in a non-equilibrium geometry, computed with ωB97M-V/def2-TZVPD.

The geometry in ORCA input format:
```
! RIJCOSX wB97M-V def2-TZVPD def2/J DEFGRID3
* xyz 0 1
C 0.4453 -0.2779 -1.1152
C -0.6837 -0.3350 -0.1378
C 1.3634 -0.0465 -0.0186
C -1.0775 -1.7618 0.1705
C -1.6065 0.8459 0.1366
C 1.9127 1.1973 0.5219
F 1.8566 -1.1329 0.6268
H 0.6588 -1.0240 -1.7722
H 0.4949 0.7209 -1.6952
H -2.0609 -1.9142 -0.3345
H -1.2431 -1.8474 1.2011
H -0.3443 -2.5960 -0.0236
H -2.1228 1.1671 -0.8620
H -1.2104 1.8039 0.3682
H -2.4868 0.5426 0.7983
H 2.9308 1.0977 0.7019
H 1.3311 1.3636 1.5369
H 1.8426 2.1967 -0.1031
*
```

Its HOMO energy is -6.9 eV.

Mulliken population analysis, charges in e, atoms 1 to 6: -0.599 0.761 0.533 -1.450 -1.295 -1.242



(4)
A cluster of 2 separate species, C6H11F3N2 in total in a non-equilibrium geometry, computed with ωB97M-V/def2-TZVPD.

The geometry in ORCA input format:
```
! RIJCOSX wB97M-V def2-TZVPD def2/J DEFGRID3
* xyz 0 3
C 1.3250 -0.4969 -0.4203
C -1.3940 1.6475 -1.0978
C -0.8988 -1.0879 1.5916
C -1.8401 0.7972 0.1198
C -1.1002 -0.4835 0.3068
C 2.1627 0.5765 0.3357
N 1.6942 -0.9760 -1.7252
N 1.5328 -1.8752 -0.5535
F 2.2504 1.6768 -0.4000
F 1.5549 0.8529 1.4415
F 3.3926 0.1520 0.5728
H -2.0498 2.5397 -1.1563
H -1.3667 0.8862 -1.9217
H -0.3028 1.9885 -0.7664
H -0.4591 -1.9899 1.5809
H -1.8345 -1.2754 2.1034
H -0.1383 -0.4279 2.1024
H -1.7988 1.3725 1.0076
H -2.8658 0.4722 0.1501
H -1.2385 -1.1523 -0.6469
H 0.8741 -0.9709 -2.3296
H 2.5007 -2.2261 -0.2951
*
```

Its HOMO energy (spin up / spin down) is -6.5 / -10.3 eV. The expectation value of S² is 2.01.

Mulliken population analysis, charges in e, atoms 1 to 6: 0.232 -0.751 -1.234 -0.668 0.040 0.894



(5)
The molecule C6H11FO in a non-equilibrium geometry, computed with ωB97M-V/def2-TZVPD.

The geometry in ORCA input format:
```
! RIJCOSX wB97M-V def2-TZVPD def2/J DEFGRID3
* xyz 0 1
C -0.1173 1.6983 0.1819
C -0.2014 0.2080 0.4410
C -1.2115 -0.6167 0.0682
C -2.3916 -0.1652 -0.6195
F -3.5571 -0.6123 0.0134
C 1.0353 -0.4223 1.0468
C 1.9589 -1.0177 -0.0278
O 2.4452 -0.1072 -1.0387
H -0.9056 2.0955 -0.4681
H 0.7736 2.0236 -0.3074
H -0.2590 2.1060 1.1884
H -1.0639 -1.6584 0.2867
H -2.4432 -0.6328 -1.6173
H -2.5543 0.9325 -0.8129
H 1.6079 0.3255 1.6238
H 0.7521 -1.2076 1.6942
H 1.4727 -1.8430 -0.5188
H 2.8945 -1.3464 0.4816
H 1.7647 0.2403 -1.6153
*
```

Its HOMO energy is -9.4 eV. As for the structure (SMILES): C/C(=C\CF)CCO.

Mulliken population analysis, charges in e, atoms 1 to 6: -1.359 0.673 -0.443 -0.260 -0.314 -0.817



(6)
A cluster of 2 separate species, C6H11FO6S in total in a non-equilibrium geometry, computed with ωB97M-V/def2-TZVPD.

The geometry in ORCA input format:
```
! RIJCOSX wB97M-V def2-TZVPD def2/J DEFGRID3
* xyz 0 1
O -16.2599 27.9885 24.3103
C -15.6206 27.1450 23.7672
O -14.3265 26.9545 23.9530
C -13.8284 25.9246 23.0719
C -15.0629 25.5964 22.2435
F -15.3012 24.2348 22.2561
O -16.1413 26.2328 22.8918
H -12.9763 26.3309 22.5339
H -13.4998 25.0655 23.6549
H -15.0265 25.8959 21.1941
C -18.8930 26.4204 25.0625
C -19.7782 26.2065 23.8390
O -19.5366 24.8933 23.3318
S -20.5275 24.3050 22.1904
C -19.6798 22.6841 21.9811
O -21.8394 24.1120 22.7320
O -20.3583 25.0757 20.9813
H -18.8218 27.5010 25.1621
H -17.8864 26.0912 24.8207
H -19.2798 25.7968 25.8652
H -20.7927 26.4988 24.1251
H -19.5003 26.9441 23.0798
H -20.4553 21.9543 22.1603
H -18.7982 22.7354 22.6118
H -19.3055 22.7941 20.9656
*
```

Its HOMO energy is -10.7 eV. As for the structure (SMILES): O=C1OC[C@@H](F)O1.CCOS(C)(=O)=O.

Mulliken population analysis, charges in e, atoms 1 to 6: -0.486 0.639 -0.350 -0.371 0.373 -0.304



(7)
The ion C6H11IN with charge +1 in a non-equilibrium geometry, computed with ωB97M-V/def2-TZVPD.

The geometry in ORCA input format:
```
! RIJCOSX wB97M-V def2-TZVPD def2/J DEFGRID3
* xyz 1 1
C 1.7117 0.7419 -0.8972
C 1.5571 -0.6482 -0.4201
C 1.1643 0.4713 0.4667
C -0.3540 0.4654 0.4738
C -1.2574 1.1223 -0.4450
C -0.9609 -0.1173 1.6424
N 0.3543 -1.4334 -0.6571
I 2.2897 1.2244 2.1241
H 2.7322 1.1683 -0.8797
H 0.8930 0.9756 -1.4713
H 2.3752 -1.3273 -0.3007
H -1.5124 2.1449 -0.0238
H -2.2373 0.6076 -0.3801
H -0.8629 1.4104 -1.3814
H -1.9518 0.4728 1.9616
H -0.3031 -0.1392 2.5074
H -1.2389 -1.0691 1.4873
H 0.3996 -1.9007 -1.6008
H 0.3479 -2.3034 -0.0454
*
```

Its HOMO energy is -13.3 eV.

Mulliken population analysis, charges in e, atoms 1 to 6: -0.606 -0.015 -0.404 1.200 -1.299 -1.379